Here is the molecule C4H7NO2S from OMol25. Energies are from the ωB97M-V functional and the def2-TZVPD basis.

Structure (SMILES)   CS[C@@H]1COC=NO1
HOMO-LUMO gap   9.628 eV

Atoms and positions in Å:
S (-0.39011, -1.37707, -0.71896)
O (-0.38645, 0.78400, 0.91513)
O (1.59989, 1.04757, -0.92986)
N (0.99698, 0.68188, 1.28879)
C (-1.05205, -1.93096, 0.90160)
C (-0.62105, 0.45877, -0.39874)
C (0.26131, 1.27089, -1.33461)
C (1.83311, 0.78535, 0.33118)
H (-0.07361, 2.33392, -1.24593)
H (-0.93661, -3.01218, 0.86090)
H (0.17573, 1.00042, -2.42275)
H (-1.71025, 0.61010, -0.60415)
H (2.87997, 0.52975, 0.49691)
H (-0.45049, -1.49173, 1.70815)
H (-2.12638, -1.69071, 1.15234)

What are the Löwdin partial charges on each atom? They are as follows, in elementary charge units: S 0.8399; O -0.1559; O -0.0370; N 0.0998; C -0.3964; C -0.6085; C -0.1696; C -0.2489; H 0.1433; H 0.0186; H 0.1447; H 0.1322; H 0.1475; H 0.0282; H 0.0621

=====

Here is the molecule C4H7NO3 from OMol25. Energies are from the ωB97M-V functional and the def2-TZVPD basis.

Structure (SMILES)   CCOC(=O)/C=N/O
HOMO-LUMO gap   10.395 eV

Atoms and positions in Å:
O (-3.42125, -0.29652, 0.04495)
O (1.10583, -0.88520, -0.21382)
O (0.33959, 1.20676, -0.37100)
N (-2.24122, 0.52702, 0.13466)
C (2.84192, 0.17298, 0.77196)
C (-1.37730, -0.42080, 0.22918)
C (2.27904, -0.28219, -0.61921)
C (0.11566, 0.02653, -0.04082)
H (2.73737, -1.05268, -1.15025)
H (2.98284, -0.42180, 1.70967)
H (3.72906, 0.46696, 0.57428)
H (-1.49888, -1.56835, 0.47109)
H (2.59848, 0.51832, -1.25184)
H (-4.29693, 0.26041, -0.20305)
H (2.08726, 0.92855, 1.17984)

What are the Löwdin partial charges on each atom? They are as follows, in elementary charge units: O -0.1547; O -0.0038; O 0.0521; N 0.0658; C -0.0423; C -0.0540; C -0.2246; C -0.3902; H 0.1024; H 0.0952; H -0.0113; H 0.1667; H 0.1250; H 0.1672; H 0.1064

=====

Here is the molecule C4H7NO3 from OMol25. Energies are from the ωB97M-V functional and the def2-TZVPD basis.

Structure (SMILES)   CCOC(=O)/C=N/O
HOMO-LUMO gap   9.963 eV

Atoms and positions in Å:
O (4.26594, -0.38351, 0.13989)
O (0.73666, 1.66687, -0.11425)
O (-0.31811, -0.27807, -0.12250)
N (3.16524, 0.26022, 0.19007)
C (-2.69366, -0.54314, 0.08955)
C (-1.61390, 0.41555, 0.12576)
C (2.00232, -0.46316, -0.18510)
C (0.73261, 0.51589, -0.10327)
H (-2.67545, -1.34242, -0.49883)
H (-3.00882, -0.75224, 1.30203)
H (1.93374, -1.56479, -0.83234)
H (-1.97135, 0.85622, 1.07038)
H (-1.91357, 1.10539, -0.71076)
H (-3.60758, 0.04488, -0.40492)
H (4.96593, 0.46230, 0.05431)

What are the Löwdin partial charges on each atom? They are as follows, in elementary charge units: O -0.0860; O 0.1602; O 0.0028; N -0.0966; C -0.1246; C -0.2471; C 0.0302; C -0.5817; H 0.0124; H 0.1502; H 0.1793; H 0.1265; H 0.1342; H 0.1262; H 0.2140

=====

Here is the molecule C4H7NO3 from OMol25. Energies are from the ωB97M-V functional and the def2-TZVPD basis.

Structure (SMILES)   CC(=O)N(C)C(=O)O
HOMO-LUMO gap   10.918 eV

Atoms and positions in Å:
O (0.74486, -0.79785, -1.61638)
O (0.69476, 0.05633, 2.09430)
O (-1.47829, -0.87805, -1.77043)
N (-0.48816, 0.09787, 0.07510)
C (-0.35255, -0.49157, -1.14028)
C (0.77664, 0.08818, 0.87312)
C (-1.77796, 0.19384, 0.73636)
C (2.07921, 0.49938, 0.24214)
H (-1.15891, -1.20695, -2.63384)
H (2.73112, 0.93066, 1.00801)
H (1.93936, 1.23336, -0.55229)
H (-2.61219, -0.04154, 0.07177)
H (-1.87666, 1.20981, 1.13301)
H (-1.82813, -0.49961, 1.58187)
H (2.60690, -0.39386, -0.10245)

What are the Löwdin partial charges on each atom? They are as follows, in elementary charge units: O 0.0491; O 0.0851; O 0.1134; N 0.0034; C -0.5576; C -0.3553; C -0.0228; C -0.0110; H 0.1399; H 0.0890; H 0.0920; H 0.0921; H 0.0978; H 0.0950; H 0.0899

=====

Here is a cluster of 2 separate species, C4H7NO3 in total from OMol25. Energies are from the ωB97M-V functional and the def2-TZVPD basis.

HOMO-LUMO gap   9.010 eV

Atoms and positions in Å:
O (0.59857, 1.70843, -1.23368)
O (-1.09131, 1.98066, 1.13554)
O (1.83756, 0.78309, 0.40211)
N (0.95730, 0.51562, -0.67314)
C (0.27949, -1.62014, 0.47403)
C (-1.00855, 0.85096, 1.35123)
C (-1.45297, -0.29349, -0.75729)
C (-0.25448, -0.37146, -0.15610)
H (2.70857, 0.50055, 0.08748)
H (-0.50345, -2.36952, 0.56136)
H (-2.15059, -1.10860, -0.67217)
H (-1.78972, 0.59351, -1.26870)
H (1.09137, -2.02324, -0.13028)
H (0.67693, -1.40097, 1.46491)
H (0.10128, 2.25460, -0.58533)

What are the Löwdin partial charges on each atom? They are as follows, in elementary charge units: O -0.0162; O 0.0561; O -0.0300; N -0.1706; C -0.0526; C 0.0204; C 0.0168; C -0.4312; H 0.1096; H 0.0851; H 0.0792; H 0.0770; H 0.0897; H 0.0788; H 0.0877

=====

Here is a structure of composition C4H7NO3 from OMol25. Energies are from the ωB97M-V functional and the def2-TZVPD basis.

HOMO-LUMO gap (spin up / spin down)   7.938 / 7.936 eV

Atoms and positions in Å:
O (-2.02160, -1.14805, -1.03229)
O (0.48995, -2.33662, 0.32350)
O (0.28160, -0.68622, 1.84044)
N (1.61624, 1.06270, -0.28667)
C (-1.50278, -0.41217, -0.18766)
C (0.55918, 0.42039, -0.78501)
C (-0.81282, 0.91672, -0.68760)
C (0.09459, -1.23804, 0.59355)
H (2.47546, 0.56219, -0.10986)
H (0.74569, -0.32153, -1.55472)
H (-0.91005, 1.74893, 0.01256)
H (0.69051, -1.36164, 2.40938)
H (-1.93015, -0.25506, 0.82090)
H (-1.25542, 1.17154, -1.65102)
H (1.47959, 1.87688, 0.29450)

What are the Löwdin partial charges on each atom? They are as follows, in elementary charge units: O -0.0169; O 0.0861; O 0.0271; N 0.1493; C -0.4078; C -0.1631; C -0.1097; C -0.4708; H 0.1278; H 0.1557; H 0.1196; H 0.1124; H 0.1439; H 0.1248; H 0.1216

=====

Here is the molecule C4H7NO3 from OMol25. Energies are from the ωB97M-V functional and the def2-TZVPD basis.

HOMO-LUMO gap   8.462 eV

Atoms and positions in Å:
O (1.33374, 0.21550, -0.28638)
O (-0.07660, -1.45056, -1.11382)
O (-1.08883, 1.65216, 0.33011)
N (-1.19652, 0.32153, -0.11228)
C (-0.61915, -1.62709, 2.11823)
C (0.14059, -0.49077, -0.30659)
C (1.60775, 0.91184, -1.50697)
C (-0.22741, -0.99544, 1.06507)
H (0.95208, 1.78374, -1.60646)
H (-1.69738, 1.70591, 1.07996)
H (-1.71186, 0.24363, -0.98716)
H (2.63465, 1.26813, -1.45447)
H (0.09259, -1.76576, 2.92826)
H (-1.62201, -2.02743, 2.22307)
H (1.47837, 0.25459, -2.37057)

What are the Löwdin partial charges on each atom? They are as follows, in elementary charge units: O -0.0678; O -0.0098; O -0.0219; N 0.0014; C 0.0677; C -0.7782; C -0.0609; C 0.1809; H 0.0850; H 0.1021; H 0.1423; H 0.0879; H 0.0915; H 0.0902; H 0.0897

=====

Here is the molecule C4H7NO3S2 from OMol25. Energies are from the ωB97M-V functional and the def2-TZVPD basis.

Structure (SMILES)   O=CN(S)S(=O)(=O)C1CC1
HOMO-LUMO gap   10.248 eV

Atoms and positions in Å:
S (0.87326, -1.36597, -3.01447)
S (-0.53435, -0.76029, -0.38214)
O (-1.74704, -0.18213, -0.74913)
O (0.73087, 1.73190, -0.99307)
O (-0.43876, -2.20678, -0.38094)
N (0.89259, -0.35813, -1.69427)
C (-1.17830, -0.10546, 2.00333)
C (0.04497, -0.13250, 1.17610)
C (1.25261, 0.95152, -1.72722)
C (-0.52571, 1.12561, 1.51720)
H (0.90304, -0.51166, 1.56866)
H (2.02222, 1.38919, -2.33855)
H (-1.21515, 1.65219, 0.84971)
H (-1.97313, -0.61603, 1.43751)
H (0.02862, 1.81103, 2.30776)
H (1.90631, -2.07991, -2.68153)
H (-1.04202, -0.34257, 3.10105)

What are the Löwdin partial charges on each atom? They are as follows, in elementary charge units: S 0.8315; S 0.7202; O -0.2438; O 0.0298; O -0.3193; N -0.5301; C -0.1425; C -0.3601; C -0.4389; C -0.1664; H 0.1096; H 0.1283; H 0.1160; H 0.1059; H 0.1709; H -0.1486; H 0.1376

=====

Max |F| in hartree/bohr, matching the order above: 0.04465; 0.13531; 0.17817; 0.06128; 0.07590; 0.02986; 0.01783; 0.10839
ΔE to the lowest compared entry with this formula, charge and spin in kJ/mol, matching the order above: 336.8; 605.2; 667.2; 67.1; 623.4; 385.8; 763.1; 280.1
DFT total energy in eV, matching the order above: -20679.2455; -11889.0048; -11888.3629; -11894.5816; -11888.8162; -11891.2793; -11887.3689; -33560.9806